# 1
Density functional theory data (ωB97M-V/def2-TZVPD) for a structure of composition C29H39AsN2SeSi2V.

```
! wB97M-V def2-TZVPD RIJCOSX def2/J DEFGRID3
* xyz -1 3
V -0.234 0.364 0.116
C -1.176 0.069 4.447
C -1.974 -1.066 4.515
C -2.195 -1.810 3.373
C -1.612 -1.403 2.173
N -0.844 -0.307 2.122
C -0.631 0.407 3.225
C -1.765 -2.093 0.875
C -2.541 -3.240 0.729
C -2.660 -3.835 -0.517
C -2.012 -3.274 -1.610
C -1.257 -2.118 -1.456
C -1.112 -1.494 -0.214
H -0.978 0.679 5.317
H -2.421 -1.368 5.454
H -2.812 -2.695 3.404
H 0.005 1.276 3.108
H -3.057 -3.679 1.575
H -3.260 -4.729 -0.634
H -2.106 -3.733 -2.588
H -0.778 -1.679 -2.324
C 5.380 1.162 1.101
Si 3.837 1.173 0.008
C 3.397 2.982 -0.263
C 4.357 0.469 -1.661
As 2.148 0.061 1.178
Si 2.680 -2.129 0.613
C 1.653 -3.273 1.700
C 4.491 -2.476 1.027
C 2.411 -2.637 -1.176
H 6.148 1.827 0.693
H 5.801 0.158 1.175
H 5.138 1.493 2.113
H 4.274 3.511 -0.649
H 3.091 3.466 0.667
H 2.586 3.090 -0.986
H 5.139 1.105 -2.089
H 3.516 0.438 -2.356
H 4.760 -0.541 -1.567
H 1.893 -3.120 2.755
H 1.850 -4.320 1.449
H 0.586 -3.091 1.563
H 4.738 -2.111 2.026
H 5.164 -1.991 0.318
H 4.686 -3.552 0.993
H 1.386 -2.435 -1.486
H 2.602 -3.710 -1.288
H 3.070 -2.093 -1.855
C 0.073 3.449 0.983
C -1.355 3.046 0.781
C -2.490 3.819 0.855
C -3.585 2.947 0.610
C -3.063 1.691 0.401
C -3.823 0.442 0.094
N -1.692 1.742 0.499
H 0.276 4.421 0.530
H 0.765 2.746 0.512
H 0.346 3.509 2.042
H -2.525 4.880 1.055
H -4.634 3.203 0.575
H -4.860 0.706 -0.124
H -3.829 -0.261 0.931
H -3.423 -0.087 -0.774
Se 0.570 1.125 -2.140
C -1.126 1.258 -3.039
C -2.075 2.208 -2.661
C -3.298 2.277 -3.311
C -3.589 1.415 -4.360
C -2.640 0.484 -4.759
C -1.419 0.407 -4.103
H -1.860 2.887 -1.846
H -4.027 3.009 -2.986
H -4.547 1.468 -4.864
H -2.852 -0.191 -5.580
H -0.682 -0.326 -4.410
*
```

Output
LUMO (alpha / beta): 2.6 / 2.5 eV
HOMO-LUMO gap (alpha / beta): 6.9782 / 6.9139 eV
⟨S²⟩: 2.0297
relative energy (zero: lowest compared OMol25 entry of this formula, charge and spin): 0.00 kcal per mole


# 2
Density functional theory data (ωB97M-V/def2-TZVPD) for a cluster of 9 separate species, C15H18Cl32N3Si in total.

```
! wB97M-V def2-TZVPD RIJCOSX def2/J DEFGRID3
* xyz 1 1
C -4.736 -0.530 -1.293
Si -2.869 -0.576 -1.626
C -2.648 -1.754 -3.086
C -2.315 1.159 -2.136
C -2.062 -1.228 -0.023
C -0.800 -2.049 -0.202
C 0.416 -1.213 -0.487
N 0.449 0.054 0.274
C -0.654 0.520 0.797
N -0.632 1.822 1.236
N -1.771 -0.158 1.004
H -5.080 -1.556 -1.399
H -5.245 0.140 -1.975
H -4.915 -0.264 -0.250
H -3.058 -2.730 -2.833
H -1.622 -1.800 -3.439
H -3.294 -1.350 -3.862
H -3.026 1.904 -1.781
H -1.327 1.469 -1.793
H -2.362 1.211 -3.219
H -2.784 -1.901 0.429
H -0.672 -2.718 0.641
H -0.958 -2.702 -1.056
H 0.534 -1.081 -1.560
H 1.280 -1.796 -0.178
H 0.936 0.778 -0.252
H -0.675 1.960 2.235
H -0.537 2.601 0.608
H -2.505 0.541 0.932
C -2.632 -3.536 3.899
Cl -4.365 -3.371 4.183
Cl -1.775 -3.573 5.439
Cl -2.315 -5.026 3.002
Cl -2.064 -2.153 2.941
C 2.242 -4.671 -1.517
Cl 2.831 -6.192 -2.179
Cl 3.521 -3.892 -0.583
Cl 1.758 -3.597 -2.841
Cl 0.844 -4.973 -0.473
C 2.988 3.256 -0.502
Cl 2.638 2.011 -1.720
Cl 1.492 4.120 -0.121
Cl 3.603 2.483 0.962
Cl 4.181 4.383 -1.132
C -2.086 6.614 -0.932
Cl -1.681 6.680 -2.647
Cl -1.568 5.042 -0.272
Cl -1.248 7.900 -0.069
Cl -3.827 6.783 -0.720
C 0.344 4.788 4.069
Cl 0.710 3.059 4.232
Cl -0.649 5.314 5.425
Cl 1.847 5.708 4.035
Cl -0.540 5.033 2.553
C -0.516 1.200 7.480
Cl -0.561 0.287 5.958
Cl -0.485 0.067 8.830
Cl 0.931 2.215 7.528
Cl -1.955 2.218 7.594
C 2.974 -2.599 -6.726
Cl 1.384 -2.595 -5.941
Cl 4.016 -3.779 -5.925
Cl 2.785 -3.029 -8.424
Cl 3.694 -0.991 -6.596
C 7.285 -2.790 -0.906
Cl 7.879 -4.440 -0.722
Cl 6.261 -2.376 0.483
Cl 8.647 -1.672 -0.976
Cl 6.343 -2.663 -2.398
*
```

Output
LUMO: -2.7 eV
HOMO-LUMO gap: 10.2646 eV


# 3
Density functional theory data (ωB97M-V/def2-TZVPD) for a cluster of 2 separate species, C4H12N2 in total.

```
! wB97M-V def2-TZVPD RIJCOSX def2/J DEFGRID3
* xyz 0 1
C -0.733 -1.529 1.265
C 0.005 -1.062 0.023
C -0.677 0.135 -0.661
C 0.235 0.646 -1.813
N 1.504 1.104 -1.329
N -1.383 -0.329 1.700
H -1.443 -2.278 0.947
H -0.022 -1.889 2.010
H 0.943 -0.552 0.301
H 0.363 -1.851 -0.647
H -0.697 0.961 0.049
H 2.165 1.665 1.624
H 0.705 -0.249 -2.260
H -0.270 1.335 -2.495
H 1.434 2.036 -0.903
H 1.890 2.327 1.859
H -2.357 -0.391 1.397
H -1.664 -0.081 -1.068
*
```

Output
LUMO: -3.0 eV
HOMO-LUMO gap: 4.1714 eV
relative energy (zero: lowest compared OMol25 entry of this formula, charge and spin): 192.54 kcal per mole


# 4
Density functional theory data (ωB97M-V/def2-TZVPD) for the molecule C9H10N2O2.

```
! wB97M-V def2-TZVPD RIJCOSX def2/J DEFGRID3
* xyz 0 1
C -1.312 0.471 -1.916
C -1.543 0.834 -0.453
C -0.970 -0.191 0.514
C -1.090 0.182 1.975
C -1.465 -1.514 0.247
N -2.018 -2.500 0.079
N 0.755 -0.195 0.186
C 1.450 -1.318 -0.193
O 1.000 -2.413 -0.395
C 2.878 -0.872 -0.296
C 2.942 0.417 0.022
C 1.563 0.896 0.367
O 1.231 1.994 0.733
H -1.693 -0.525 -2.131
H -0.250 0.493 -2.155
H -1.821 1.183 -2.562
H -1.098 1.805 -0.229
H -2.617 0.899 -0.259
H -0.623 1.147 2.150
H -2.147 0.250 2.235
H -0.625 -0.567 2.610
H 3.659 -1.549 -0.587
H 3.793 1.070 0.057
*
```

Output
LUMO: -0.6 eV
HOMO-LUMO gap: 9.7254 eV
relative energy (zero: lowest compared OMol25 entry of this formula, charge and spin): 27.12 kcal per mole
SMILES: CC[C@@](C)(C#N)N1C(=O)C=CC1=O


# 5
Density functional theory data (ωB97M-V/def2-TZVPD) for a structure of composition CH4CuF.

```
! wB97M-V def2-TZVPD RIJCOSX def2/J DEFGRID3
* xyz 1 2
F 1.672 0.558 -0.323
Cu 0.828 -0.613 0.853
H 2.669 0.361 -0.275
C -1.002 -0.127 0.052
H -1.445 -1.036 -0.385
H -1.032 0.622 -0.754
H -1.690 0.235 0.832
*
```

Output
LUMO (alpha / beta): -6.0 / -7.4 eV
HOMO-LUMO gap (alpha / beta): 9.4887 / 9.5694 eV
⟨S²⟩: 0.7605


# 6
Density functional theory data (ωB97M-V/def2-TZVPD) for a structure of composition C34H32F5IrN6O.

```
! wB97M-V def2-TZVPD RIJCOSX def2/J DEFGRID3
* xyz 0 1
Ir -0.073 -0.219 -0.301
C 2.831 0.365 1.703
C 3.212 -0.787 0.787
C 2.351 -2.006 0.997
N 0.918 -1.788 0.786
C 0.165 -2.858 1.032
C 0.684 -4.114 1.415
C 0.048 -5.296 1.781
C -1.276 -5.571 2.052
C -2.308 -4.639 1.980
C -2.307 -3.368 1.461
C -1.272 -2.647 0.788
N -1.509 -1.628 0.013
C -2.853 -1.270 -0.396
C -2.880 -0.815 -1.848
C -2.458 0.621 -2.107
N -1.132 0.975 -1.621
C -0.479 1.983 -2.181
C -0.992 2.711 -3.283
C -0.450 3.717 -4.061
C 0.771 4.366 -3.990
C 1.718 4.152 -3.005
C 1.690 3.323 -1.900
C 0.758 2.362 -1.454
N 0.870 1.734 -0.287
C 1.695 2.371 0.740
C 3.039 1.733 1.050
H 3.353 0.296 2.660
H 1.769 0.258 1.934
H 4.256 -1.074 0.938
H 3.128 -0.472 -0.249
H 2.505 -2.398 2.010
H 2.694 -2.786 0.304
H 1.756 -4.207 1.363
H 0.731 -6.128 1.926
H -1.523 -6.568 2.391
H -3.267 -4.964 2.372
H -3.249 -2.842 1.534
H -3.226 -0.464 0.251
H -3.518 -2.124 -0.279
H -3.902 -0.915 -2.220
H -2.258 -1.490 -2.435
H -3.192 1.312 -1.669
H -2.518 0.746 -3.189
H -1.983 2.428 -3.598
H -1.096 4.033 -4.875
H 0.997 5.095 -4.757
H 2.633 4.729 -3.102
H 2.593 3.363 -1.307
H 1.117 2.363 1.673
H 1.818 3.423 0.480
H 3.598 2.401 1.710
H 3.615 1.639 0.127
N -2.561 3.982 4.964
C -2.142 2.696 5.037
O -2.044 2.099 6.088
C -1.800 2.012 3.732
C -1.912 2.601 2.479
C -1.525 1.883 1.363
N -1.050 0.636 1.440
C -0.978 0.054 2.640
C -1.338 0.708 3.804
H -2.741 4.460 5.831
H -2.570 4.509 4.112
H -2.290 3.603 2.331
H -1.586 2.301 0.368
H -0.605 -0.960 2.661
H -1.256 0.222 4.765
F 2.608 0.627 -2.141
C 2.023 -0.518 -2.554
C 0.888 -1.033 -1.924
C 0.498 -2.250 -2.492
F -0.557 -2.942 -2.012
C 1.127 -2.878 -3.554
F 0.666 -4.045 -4.021
C 2.237 -2.303 -4.136
F 2.859 -2.891 -5.160
C 2.685 -1.108 -3.621
F 3.769 -0.524 -4.145
*
```

Output
LUMO: -0.6 eV
HOMO-LUMO gap: 5.9873 eV
relative energy (zero: lowest compared OMol25 entry of this formula, charge and spin): 0.00 kcal per mole


# 7
Density functional theory data (ωB97M-V/def2-TZVPD) for the molecule C4H4ClIO.

```
! wB97M-V def2-TZVPD RIJCOSX def2/J DEFGRID3
* xyz 0 1
C 0.199 0.569 -0.143
C -0.007 -0.922 -0.277
C -1.155 -1.512 -0.110
I -3.017 -0.517 0.114
C 1.399 -1.680 -0.240
O 2.454 -1.161 -0.309
Cl 1.128 -3.392 -0.194
H 1.322 0.604 0.038
H -0.037 0.955 -1.068
H -0.368 0.907 0.698
H -1.291 -2.626 -0.229
*
```

Output
LUMO: -0.1 eV
HOMO-LUMO gap: 9.5839 eV
relative energy (zero: lowest compared OMol25 entry of this formula, charge and spin): 0.00 kcal per mole
SMILES: C/C(=C\I)C(=O)Cl


# 8
Density functional theory data (ωB97M-V/def2-TZVPD) for a cluster of 2 separate species, C26H29N3OS2 in total.

```
! wB97M-V def2-TZVPD RIJCOSX def2/J DEFGRID3
* xyz 0 1
C -4.158 -1.413 3.956
C -2.698 -1.287 4.394
N -2.020 -0.126 3.770
C -0.670 -0.130 3.500
S 0.229 -1.530 3.665
S 0.101 1.270 3.010
C -2.821 1.118 3.706
C -4.263 0.843 3.278
O -4.853 -0.180 4.064
H -4.238 -1.753 2.917
H -4.708 -2.137 4.570
H -2.630 -1.180 5.480
H -2.140 -2.192 4.127
H -2.795 1.595 4.689
H -2.336 1.804 3.002
H -4.899 1.732 3.384
H -4.318 0.533 2.228
C 3.629 1.517 1.404
C 3.215 1.571 -0.014
N 3.803 2.388 -0.956
C 4.934 3.290 -0.719
C 3.218 2.137 -2.206
C 2.241 1.140 -2.036
C 1.572 0.618 -3.149
C 1.846 1.126 -4.394
C 2.795 2.139 -4.556
C 3.487 2.643 -3.480
C 2.212 0.799 -0.633
C 1.442 -0.214 -0.010
C 0.350 -0.939 -0.584
C 0.139 -2.322 -0.429
C 1.013 -3.251 0.324
N -0.962 -2.688 -1.169
C -1.462 -4.045 -1.325
C -1.516 -1.556 -1.783
C -0.739 -0.449 -1.405
C -1.123 0.839 -1.800
C -2.237 0.990 -2.592
C -2.978 -0.120 -3.008
C -2.631 -1.388 -2.612
H 3.044 0.793 1.971
H 4.678 1.228 1.488
H 3.501 2.490 1.881
H 5.231 3.787 -1.638
H 4.664 4.053 0.010
H 5.788 2.728 -0.345
H 0.866 -0.180 -3.024
H 1.331 0.729 -5.253
H 2.991 2.520 -5.545
H 4.234 3.405 -3.610
H 1.768 -0.540 0.964
H 1.817 -2.717 0.831
H 0.445 -3.788 1.083
H 1.478 -3.984 -0.337
H -2.340 -4.052 -1.967
H -0.688 -4.657 -1.782
H -1.731 -4.460 -0.355
H -0.545 1.687 -1.481
H -2.541 1.977 -2.901
H -3.834 0.025 -3.648
H -3.188 -2.241 -2.952
*
```

Output
LUMO: -1.5 eV
HOMO-LUMO gap: 4.3007 eV


# 9
Density functional theory data (ωB97M-V/def2-TZVPD) for a cluster of 2 separate species, CH5FN2 in total.

```
! wB97M-V def2-TZVPD RIJCOSX def2/J DEFGRID3
* xyz 0 1
C -1.014 -0.529 0.030
N -0.894 0.874 0.171
N 1.929 0.705 -0.111
F 1.752 -0.661 -0.107
H -0.038 -1.046 0.017
H -1.792 -0.896 0.659
H -1.346 -0.720 -1.100
H -0.221 1.363 -0.377
H 1.624 0.911 0.817
*
```

Output
LUMO (alpha / beta): -1.1 / -0.3 eV
HOMO-LUMO gap (alpha / beta): 8.6332 / 9.4049 eV
relative energy (zero: lowest compared OMol25 entry of this formula, charge and spin): 133.39 kcal per mole


# 10
Density functional theory data (ωB97M-V/def2-TZVPD) for a cluster of 6 separate species, C37H61FN7O4P2S in total.

```
! wB97M-V def2-TZVPD RIJCOSX def2/J DEFGRID3
* xyz 1 1
C -1.511 7.133 -1.030
O -1.574 5.980 -0.207
C -2.868 5.410 -0.085
C -2.993 4.758 1.294
C -2.894 3.241 1.217
C -1.581 2.775 0.572
C -0.581 2.168 1.580
C 0.646 3.052 1.881
C 1.972 2.287 1.947
C 2.562 1.765 0.593
P 2.553 3.054 -0.783
O 0.976 3.009 -1.197
O 2.753 4.439 0.061
N 1.853 0.490 0.292
C 2.356 -0.520 0.866
C 1.805 -1.876 0.718
C 1.771 -2.695 2.019
F 0.500 -3.265 2.083
C 3.626 -0.111 1.604
P 5.030 -1.315 1.813
N 4.554 -2.040 3.298
O 4.741 -2.516 0.728
C 3.963 1.187 0.801
C 4.924 1.066 -0.387
C 4.349 0.541 -1.723
C 4.875 -0.819 -2.141
S 6.533 -0.625 -2.868
H -2.426 7.718 -0.979
H -1.313 6.864 -2.068
H -0.689 7.740 -0.676
H -3.659 6.135 -0.250
H -2.983 4.623 -0.836
H -3.926 5.083 1.739
H -2.170 5.115 1.901
H -3.746 2.894 0.635
H -3.035 2.810 2.203
H -1.833 2.042 -0.183
H -1.092 3.615 0.102
H -1.129 2.049 2.506
H -0.320 1.161 1.269
H 0.493 3.464 2.872
H 0.690 3.914 1.233
H 1.833 1.495 2.675
H 2.722 2.950 2.374
H 0.958 3.165 -2.156
H 3.234 4.291 0.892
H 1.034 0.506 -0.310
H 2.420 -2.373 -0.027
H 0.774 -1.782 0.388
H 1.929 -2.097 2.906
H 2.471 -3.514 1.966
H 3.424 0.189 2.625
H 5.343 -2.543 3.689
H 4.296 -1.339 3.988
H 5.601 -2.904 0.491
H 4.504 1.808 1.513
H 5.710 0.380 -0.084
H 5.409 2.020 -0.536
H 4.658 1.238 -2.492
H 3.267 0.518 -1.773
H 4.859 -1.551 -1.344
H 4.241 -1.207 -2.928
H 6.674 -1.819 -3.460
N -0.088 -4.844 -0.696
C 0.018 -6.204 -0.598
C -0.423 -6.746 -1.776
C -0.809 -5.670 -2.620
C -0.589 -4.509 -1.926
H 0.158 -4.197 0.031
H 0.394 -6.667 0.299
H -0.465 -7.796 -2.008
H -1.203 -5.740 -3.620
H -0.747 -3.478 -2.200
N 2.952 -6.919 4.240
C 2.687 -5.576 4.238
C 1.364 -5.411 4.560
C 0.814 -6.704 4.767
C 1.819 -7.611 4.563
H 3.843 -7.334 4.036
H 3.456 -4.857 4.009
H 0.847 -4.469 4.640
H -0.201 -6.939 5.035
H 1.823 -8.686 4.622
N -8.285 6.540 2.441
C -8.736 6.929 1.210
C -8.045 6.218 0.266
C -7.143 5.365 0.957
C -7.316 5.587 2.298
H -8.615 6.901 3.317
H -9.507 7.673 1.111
H -8.173 6.300 -0.801
H -6.448 4.668 0.518
H -6.837 5.149 3.157
N -4.040 -0.073 -0.884
C -3.069 -0.833 -0.292
C -3.000 -2.026 -0.963
C -3.964 -1.981 -2.005
C -4.588 -0.764 -1.929
H -4.311 0.849 -0.594
H -2.514 -0.464 0.555
H -2.335 -2.843 -0.733
H -4.177 -2.753 -2.724
H -5.372 -0.333 -2.527
N 0.598 -3.281 -5.220
C 0.359 -4.067 -6.313
C 0.203 -3.243 -7.396
C 0.358 -1.908 -6.940
C 0.602 -1.964 -5.594
H 0.745 -3.621 -4.285
H 0.319 -5.139 -6.227
H 0.001 -3.563 -8.405
H 0.297 -1.010 -7.531
H 0.777 -1.184 -4.873
*
```

Output
LUMO: -3.6 eV
HOMO-LUMO gap: 6.1341 eV


# 11
Density functional theory data (ωB97M-V/def2-TZVPD) for a cluster of 2 separate species, C6H16NS in total.

```
! wB97M-V def2-TZVPD RIJCOSX def2/J DEFGRID3
* xyz -1 1
C -0.551 2.657 -0.990
C -0.722 -0.859 -2.633
C -1.336 0.433 -2.120
C -0.203 1.503 -1.849
H -1.471 3.198 -1.220
H 0.257 3.402 -0.941
H -0.645 2.242 0.038
H -1.447 -1.636 -2.936
H -0.058 -1.318 -1.890
H -0.111 -0.620 -3.521
H -1.822 0.188 -1.155
H -2.135 0.890 -2.724
H 0.630 0.897 -1.443
H 0.159 1.815 -2.850
C 1.561 -1.183 2.979
C 1.073 -1.773 1.705
S 0.061 -0.545 0.797
N 0.438 -0.712 3.851
H 2.130 -0.257 2.824
H 2.209 -1.892 3.526
H 0.393 -2.643 1.977
H 1.902 -2.143 1.090
H -0.135 -1.521 4.155
H -0.176 -0.123 3.330
*
```

Output
LUMO: 4.1 eV
HOMO-LUMO gap: 6.7334 eV
relative energy (zero: lowest compared OMol25 entry of this formula, charge and spin): 10.53 kcal per mole


Per-record energy, Ha: -7398.36494; -15761.98042; -268.80952; -608.91949; -1780.44819; -2322.23228; -987.90794; -2043.99783; -250.24972; -3311.20696; -691.16504